Formula: C3H10NO2S
Source: the OMol25 dataset
Level of theory: ωB97M-V with the def2-TZVPD basis set

For the HOMO energy, the calculation gives -12.8803 eV. The HOMO-LUMO gap comes out at 9.4 eV. The total charge is +1. The value obtained for the energy above the lowest of the compared OMol25 structures with the same formula, charge and spin is 2.9 kcal per mole. The maximum force is 0.986 eV Å⁻¹.

Element x y z (Å)
H  2.0367  -0.9585  0.4674
H  0.0091  0.2313  1.0267
H  -2.2400  1.4393  -0.1379
H  1.0344  -2.2226  -0.3224
H  1.0210  0.7141  -1.1324
O  -0.8463  1.8477  1.7296
H  -0.0713  -1.3295  1.6064
C  1.0988  -0.3454  -1.3862
H  0.1822  -0.6214  -1.9213
C  1.1269  -1.1628  -0.0936
H  -0.9282  -0.9025  0.2704
S  2.5199  -0.7932  -2.3886
O  -2.6554  1.0698  0.6544
H  2.4768  0.1717  -3.3341
C  -2.0273  1.6700  1.7012
H  -2.7041  1.9636  2.5052
N  -0.0332  -0.7718  0.7554

=====

Formula: C3H10NO2S2
Source: the OMol25 dataset
Level of theory: ωB97M-V with the def2-TZVPD basis set

For the HOMO energy (alpha / beta), the calculation gives -9.3378 / -9.6064 eV. The HOMO-LUMO gap (alpha / beta) comes out at 9.7 / 7.2 eV. The total charge is 0. The value obtained for the energy above the lowest of the compared OMol25 structures with the same formula, charge and spin is 42.7 kcal per mole. As for the spin multiplicity: 2. The maximum force is 4.677 eV Å⁻¹.

Element x y z (Å)
H  0.7383  5.0271  0.8271
H  -0.9612  0.0470  -0.6601
C  -1.1830  -2.0239  0.1311
H  1.0505  -0.4559  1.5225
S  1.1770  1.9656  -1.4767
C  -0.2850  -0.8198  -0.0299
O  0.1298  4.6768  0.2624
H  -0.9474  -2.6853  -0.7802
H  -0.9887  -2.6005  1.1261
H  1.7980  -1.8706  0.0698
H  -2.8758  -1.1349  0.1320
O  -2.5898  -1.9786  -0.1241
H  0.8749  -1.7807  -1.5119
H  0.2836  0.8211  0.8806
N  0.1133  -0.1490  1.2444
S  2.0997  0.2937  -0.8739
C  1.1182  -1.2434  -0.6487
H  0.4478  3.9112  -0.0905

=====

Formula: C3H10NO3S
Source: the OMol25 dataset
Level of theory: ωB97M-V with the def2-TZVPD basis set

For the HOMO energy, the calculation gives -13.5921 eV. The HOMO-LUMO gap comes out at 10.3 eV. The total charge is +1. The value obtained for the energy above the lowest of the compared OMol25 structures with the same formula, charge and spin is 11.4 kcal per mole. The maximum force is 1.761 eV Å⁻¹.

Element x y z (Å)
H  -1.3282  0.2009  -0.0642
O  1.6175  -2.2513  0.4846
O  -2.2945  1.3093  -1.3091
O  -0.1264  -2.1918  1.8757
H  1.6017  -3.1684  0.8103
C  0.6322  -1.6301  1.1413
H  -1.8907  1.5836  -2.1415
H  -3.2156  1.1042  -1.5153
H  -0.8981  1.3262  1.0574
C  0.6039  -0.1267  0.8261
H  1.5556  2.3355  -1.2697
N  -0.8352  0.3376  0.8361
H  0.9864  -0.7423  -1.2203
S  0.5018  1.5286  -1.4786
H  -1.4214  -0.2789  1.4154
H  1.0419  0.4635  1.6254
H  2.2768  0.0944  -0.5025
C  1.1922  0.1058  -0.5711